# C21H28F5HgO2

C21H28F5HgO2 as an isolated structure in a non-equilibrium geometry (ωB97M-V/def2-TZVPD, the Open Molecules 2025 dataset).

```
57
Properties=species:S:1:pos:R:3:nbo_charge:R:1
O -0.09 -0.24 -0.26 -0.598
C -1.18 0.21 -1.11 -0.078
C -1.07 -1.03 -2.01 -0.454
H -0.84 1.18 -1.49 0.213
H -2.15 0.33 -0.59 0.161
C 0.06 -1.46 -1.04 0.289
H -0.69 -0.82 -3.02 0.203
H -1.98 -1.66 -2.03 0.206
C 1.45 -1.44 -1.68 -0.637
H 1.58 -0.47 -2.19 0.217
H 1.50 -2.26 -2.41 0.197
H 2.27 -1.52 -0.95 0.243
C -0.32 -2.69 -0.24 -0.660
H -1.37 -2.65 0.05 0.205
H 0.25 -2.75 0.68 0.287
H -0.18 -3.63 -0.78 0.197
Hg -0.47 0.93 1.96 1.204
C -1.71 -2.09 4.14 -0.233
C -1.89 -0.73 4.33 -0.284
C -2.24 -0.12 3.04 -0.611
H -1.80 -0.16 5.25 0.204
C -2.43 -1.25 2.12 -0.296
C -2.05 -2.42 2.78 -0.290
H -2.01 -3.43 2.37 0.206
H -1.36 -2.82 4.87 0.211
H -2.79 0.83 2.99 0.227
H -2.82 -1.18 1.11 0.197
C 1.55 -1.88 4.05 -0.352
C 1.50 -3.02 3.21 -0.338
C 1.99 -2.64 1.92 -0.391
H 1.12 -4.01 3.48 0.180
C 2.34 -1.25 1.98 -0.387
C 2.10 -0.80 3.31 -0.394
H 2.25 0.23 3.65 0.190
H 1.20 -1.83 5.09 0.186
H 2.02 -3.27 1.04 0.180
H 2.72 -0.64 1.17 0.185
O 0.15 1.51 -3.13 -0.546
C -0.10 0.92 -4.46 -0.075
C -0.28 2.03 -5.50 -0.435
H -1.02 0.29 -4.46 0.168
H 0.72 0.21 -4.71 0.194
C -0.38 3.33 -4.66 -0.437
H -1.17 1.83 -6.12 0.209
H 0.59 1.99 -6.16 0.209
C -0.22 2.90 -3.19 -0.075
H -1.37 3.77 -4.83 0.211
H 0.36 4.08 -4.94 0.214
H -1.17 2.97 -2.61 0.170
H 0.49 3.52 -2.61 0.200
F 0.12 3.35 3.29 -0.363
C 0.36 2.94 1.99 0.207
F -0.38 3.77 1.17 -0.370
C 1.85 3.20 1.64 0.897
F 2.16 4.53 1.65 -0.332
F 2.70 2.57 2.49 -0.312
F 2.09 2.74 0.38 -0.323
```

Properties
spin multiplicity: 1
net charge: -1
M: 608.0 u
relative energy (zero: lowest compared OMol25 entry of this formula, charge and spin): 0.0 kJ/mol
LUMO level: 2.324 eV
F_max: 2.787 eV Å⁻¹
HOMO-LUMO gap: 5.14 eV

***

# C7H12BF4OS3Sm

C7H12BF4OS3Sm as an isolated structure in a non-equilibrium geometry (ωB97M-V/def2-TZVPD, the Open Molecules 2025 dataset).

```
29
Properties=species:S:1:pos:R:3:nbo_charge:R:1
Sm -0.44 1.19 1.43 1.823
C -0.15 -2.24 -0.46 -0.514
C -1.60 -1.78 -0.48 -0.528
S -1.91 0.01 -0.71 0.217
C -1.09 0.52 -2.28 -0.530
C 0.43 0.59 -2.32 -0.517
S 1.18 1.58 -0.97 0.207
C 2.63 0.57 -0.46 -0.524
C 2.39 -0.91 -0.22 -0.529
S 0.89 -1.33 0.76 0.228
H 0.31 -2.16 -1.44 0.233
H -0.13 -3.29 -0.17 0.279
H -2.10 -1.99 0.47 0.265
H -2.15 -2.32 -1.26 0.276
H -1.54 1.49 -2.48 0.263
H -1.44 -0.15 -3.07 0.277
H 0.71 1.07 -3.26 0.277
H 0.89 -0.39 -2.31 0.231
H 2.98 1.07 0.44 0.251
H 3.40 0.70 -1.22 0.278
H 3.24 -1.31 0.33 0.283
H 2.34 -1.47 -1.15 0.247
O -3.01 4.10 0.90 -0.313
C -2.27 3.28 1.04 0.491
F -1.43 -0.19 2.88 -0.535
B -0.73 0.61 3.93 1.360
F -0.87 0.23 5.16 -0.440
F 0.63 0.60 3.36 -0.530
F -1.15 1.93 3.55 -0.523
```

Properties
spin multiplicity: 6
net charge: +2
M: 445.5 u
<S²>: 8.76
LUMO level (spin up / spin down): -9.540 / -7.740 eV
F_max: 1.198 eV Å⁻¹
HOMO-LUMO gap (spin up / spin down): 7.57 / 9.38 eV

***

# C4H10O2

A 2-piece molecular cluster, C4H10O2 overall in a non-equilibrium geometry (ωB97M-V/def2-TZVPD, the Open Molecules 2025 dataset).

```
16
Properties=species:S:1:pos:R:3:nbo_charge:R:1
C 3.00 -0.16 -0.12 -0.248
O 1.76 0.48 -0.32 -0.533
C 0.70 -0.24 0.27 -0.085
C -0.60 0.51 -0.01 -0.083
O -1.55 -0.42 -0.53 -0.521
C -2.75 0.09 -0.87 -0.184
H 3.75 0.44 -0.64 0.196
H 3.26 -0.22 0.94 0.164
H 3.00 -1.17 -0.54 0.166
H 0.63 -1.25 -0.16 0.181
H 0.88 -0.36 1.35 0.165
H -1.03 0.95 0.91 0.175
H -0.42 1.30 -0.74 0.201
H -3.78 -0.12 0.39 0.019
H -3.40 0.73 -0.11 0.197
H -3.28 -0.67 -1.45 0.190
```

Properties
spin multiplicity: 1
M: 90.1 u
relative energy (zero: lowest compared OMol25 entry of this formula, charge and spin): 525.4 kJ/mol
LUMO level: 0.798 eV
F_max: 1.705 eV Å⁻¹
HOMO-LUMO gap: 9.22 eV

***

# C16H43Cl6NO6

A 8-piece molecular cluster, C16H43Cl6NO6 overall in a non-equilibrium geometry (ωB97M-V/def2-TZVPD, the Open Molecules 2025 dataset).

```
72
Properties=species:S:1:pos:R:3:mulliken_charge:R:1
Cl -3.13 2.08 0.94 -0.200
C -1.86 3.22 0.38 -0.051
C -0.63 3.21 1.30 0.345
Cl -1.05 3.55 2.97 -0.185
H -2.30 4.21 0.30 0.412
H -1.59 2.86 -0.61 -0.160
H 0.13 3.91 0.96 0.209
H -0.19 2.21 1.31 -0.369
Cl 2.48 1.79 1.13 -0.139
C 3.07 0.17 1.64 -0.465
C 2.04 -0.53 2.47 0.068
Cl 1.76 0.28 4.03 -0.194
H 4.02 0.32 2.15 0.440
H 3.23 -0.37 0.71 0.122
H 2.27 -1.57 2.70 0.475
H 1.07 -0.53 1.97 -0.329
Cl 0.46 -0.61 -0.81 -0.014
C 1.40 0.17 -2.12 -0.355
C 1.15 1.67 -2.19 0.646
Cl -0.33 2.03 -3.09 -0.157
H 1.25 -0.37 -3.05 0.492
H 2.42 0.02 -1.75 -0.204
H 2.01 2.14 -2.66 -0.113
H 1.04 2.08 -1.19 -0.346
C 4.78 -1.42 -3.30 -0.619
O 4.95 -1.34 -4.70 -0.604
H 4.89 -0.43 -2.85 0.181
H 3.78 -1.77 -3.04 0.257
H 5.53 -2.01 -2.78 0.433
H 5.35 -2.12 -5.10 0.319
C 1.99 5.09 -1.94 -0.327
O 3.05 4.27 -2.36 -0.468
H 1.57 5.69 -2.76 0.293
H 1.16 4.48 -1.60 -0.025
H 2.36 5.76 -1.16 0.285
H 3.74 4.74 -2.83 0.274
C 4.06 1.83 -4.90 -0.619
O 3.30 0.65 -5.13 -0.511
H 4.82 1.91 -5.67 0.349
H 3.45 2.73 -4.83 0.217
H 4.58 1.78 -3.93 0.197
H 3.91 -0.08 -4.92 0.405
C -2.77 2.81 -5.20 -0.349
O -3.81 3.79 -5.21 -0.538
H -2.87 2.19 -4.32 0.169
H -2.79 2.21 -6.11 0.287
H -1.84 3.37 -5.17 0.156
H -4.65 3.32 -5.17 0.296
C -2.67 -2.29 0.45 -0.544
O -2.43 -2.78 1.74 -0.415
C -1.38 -2.06 2.37 -0.251
C -1.34 -2.49 3.84 -0.557
N -2.61 -2.26 4.51 -0.372
C -2.68 -2.98 5.78 -0.867
C -3.26 -4.38 5.62 -0.476
O -4.57 -4.26 5.11 -0.340
C -5.02 -5.43 4.45 -0.729
H -3.33 -2.93 -0.14 0.296
H -1.72 -2.20 -0.09 0.115
H -3.14 -1.30 0.40 0.238
H -1.65 -1.00 2.35 0.215
H -0.42 -2.38 1.96 0.357
H -0.50 -2.01 4.34 0.401
H -1.11 -3.57 3.72 0.270
H -3.34 -2.63 3.90 0.318
H -3.20 -2.36 6.51 0.343
H -1.70 -3.00 6.27 0.376
H -3.30 -4.89 6.59 0.443
H -2.64 -5.03 4.99 0.333
H -4.35 -5.65 3.61 0.294
H -6.01 -5.27 4.06 0.249
H -4.93 -6.26 5.16 0.317
```

Properties
spin multiplicity: 1
M: 558.2 u
LUMO level: 0.220 eV
F_max: 1.564 eV Å⁻¹
SMILES: COCCNCCOC.ClCCCl.ClCCCl.ClCCCl.CO.CO.CO.CO
HOMO-LUMO gap: 8.73 eV

***

# C36H24BrF4N6OPPtS

C36H24BrF4N6OPPtS as an isolated structure (ωB97M-V/def2-TZVPD, the Open Molecules 2025 dataset).

```
75
Properties=species:S:1:pos:R:3:mulliken_charge:R:1
Pt -0.17 -1.52 -0.58 1.533
N 0.22 -6.02 -0.04 -0.259
C 0.38 -4.74 -0.28 0.567
S -0.89 -3.72 -0.65 -0.354
N 1.77 -4.40 -0.34 -1.042
N 1.98 -3.19 -0.27 0.854
C 3.29 -2.77 -0.44 -1.114
C 3.58 -1.80 -1.35 1.021
C 4.96 -1.37 -1.51 -0.988
C 5.28 -0.48 -2.45 -0.702
C 4.26 0.06 -3.33 -0.495
C 2.96 -0.29 -3.23 -0.334
C 2.53 -1.25 -2.25 0.994
O 1.33 -1.59 -2.20 -0.909
H -0.69 -6.45 0.00 0.247
H 1.04 -6.61 0.07 0.281
H 4.06 -3.24 0.16 0.462
H 5.70 -1.79 -0.85 0.429
H 6.31 -0.15 -2.58 0.466
H 4.57 0.77 -4.09 0.453
H 2.21 0.10 -3.89 0.529
F -4.68 -5.37 3.59 -0.258
C -4.07 -4.39 2.96 0.583
C -4.80 -3.49 2.21 0.286
F -6.11 -3.59 2.13 -0.261
C -4.14 -2.45 1.55 -0.389
F -4.93 -1.59 0.91 -0.373
C -2.76 -2.31 1.59 0.809
P -1.90 -0.95 0.71 -0.143
C -3.03 -0.18 -0.47 1.181
C -3.52 -0.97 -1.51 -0.435
C -4.29 -0.41 -2.51 -0.796
C -4.56 0.96 -2.49 -0.664
C -4.06 1.75 -1.47 -0.813
C -3.29 1.18 -0.46 -0.607
C -1.56 0.21 2.05 0.815
C -2.64 0.84 2.68 -0.497
C -2.42 1.67 3.76 -0.879
C -1.13 1.86 4.24 -0.654
C -0.06 1.21 3.64 -0.972
C -0.27 0.38 2.55 -0.015
C -2.05 -3.21 2.40 -0.419
Br -0.21 -3.05 2.75 -0.036
C -2.70 -4.23 3.06 0.300
F -2.02 -5.09 3.81 -0.310
H -3.32 -2.04 -1.53 0.305
H -4.68 -1.03 -3.31 0.478
H -5.17 1.40 -3.27 0.435
H -4.28 2.81 -1.45 0.490
H -2.90 1.82 0.33 0.514
H -3.65 0.68 2.32 0.477
H -3.25 2.16 4.24 0.468
H -0.96 2.50 5.09 0.448
H 0.94 1.34 4.04 0.499
H 0.55 -0.16 2.11 0.569
N 5.51 7.50 0.20 -0.427
C 4.77 6.65 -0.02 -0.095
C 3.86 5.57 -0.29 0.485
C 2.51 5.84 -0.49 -0.870
C 1.63 4.80 -0.73 -0.561
C 2.11 3.50 -0.79 0.356
C 3.46 3.23 -0.61 0.137
C 4.34 4.26 -0.35 -0.904
N 1.21 2.42 -1.05 0.376
C 0.20 2.39 -1.99 -0.747
C -0.39 1.18 -1.88 -0.787
N 0.23 0.48 -0.87 0.006
C 1.19 1.26 -0.39 -0.500
H 2.15 6.86 -0.43 0.470
H 0.57 5.00 -0.86 0.518
H 3.83 2.21 -0.70 0.413
H 5.39 4.07 -0.20 0.467
H 0.03 3.22 -2.66 0.695
H -1.21 0.76 -2.44 0.658
H 1.86 1.02 0.41 0.534
```

Properties
spin multiplicity: 1
net charge: +2
M: 970.6 u
relative energy (zero: lowest compared OMol25 entry of this formula, charge and spin): 0.0 kJ/mol
LUMO level: -7.627 eV
F_max: 0.225 eV Å⁻¹
HOMO-LUMO gap: 6.52 eV

***

# H40O20

A 20-piece molecular cluster, H40O20 overall in a non-equilibrium geometry (ωB97M-V/def2-TZVPD, the Open Molecules 2025 dataset).

```
60
Properties=species:S:1:pos:R:3:nbo_charge:R:1
O -0.40 -2.46 -4.20 -0.933
H -1.11 -1.73 -3.71 0.481
H 0.12 -2.55 -3.44 0.454
O -1.37 1.47 1.23 -0.939
H -1.20 1.68 0.31 0.476
H -0.50 1.76 1.49 0.467
O -2.70 3.56 3.00 -0.931
H -1.70 3.66 3.24 0.458
H -2.77 2.64 3.33 0.474
O -2.63 3.72 -2.24 -0.927
H -2.84 2.76 -1.93 0.462
H -3.22 4.09 -1.56 0.466
O -1.13 -0.23 3.91 -0.976
H -1.81 -0.86 4.01 0.499
H -1.12 0.27 3.02 0.480
O -4.27 -0.36 0.94 -0.978
H -4.25 -1.23 0.61 0.490
H -3.74 0.36 0.55 0.489
O 2.64 -1.32 3.51 -0.946
H 3.15 -1.74 4.24 0.473
H 2.50 -0.37 3.87 0.468
O 2.87 0.16 0.64 -1.025
H 3.08 -0.17 -0.26 0.488
H 2.01 -0.31 1.09 0.509
O 1.19 1.57 3.93 -0.965
H 1.66 1.22 4.74 0.485
H 1.86 1.99 3.27 0.488
O -0.99 -2.55 0.22 -0.962
H -1.58 -1.73 -0.02 0.487
H -0.08 -2.29 -0.03 0.483
O -3.27 -3.32 -1.42 -0.970
H -3.82 -3.12 -2.24 0.479
H -2.48 -3.85 -1.63 0.491
O -4.19 0.80 -4.19 -0.936
H -4.94 1.18 -3.80 0.469
H -3.79 1.38 -4.74 0.468
O 0.50 -1.18 1.96 -0.965
H 0.31 -0.52 2.53 0.492
H 0.91 -1.95 2.22 0.508
O 4.12 -3.67 -0.65 -0.978
H 4.37 -4.55 -0.30 0.483
H 3.78 -2.99 0.02 0.495
O 0.54 2.81 -2.28 -0.956
H 1.37 2.96 -2.97 0.483
H 0.33 3.70 -2.07 0.488
O 2.91 -1.71 -3.45 -0.919
H 3.30 -1.83 -4.28 0.468
H 2.08 -1.85 -3.77 0.457
O 1.02 0.15 -2.01 -1.049
H 1.32 -0.07 -3.00 0.493
H 0.99 1.12 -1.61 0.535
O -1.11 -2.99 3.24 -1.042
H -1.41 -3.94 3.08 0.483
H -1.01 -2.34 2.37 0.532
O 5.20 0.00 -2.97 -0.940
H 4.28 -0.10 -3.21 0.471
H 5.34 -0.84 -2.58 0.465
O 0.38 5.19 0.92 -0.935
H 0.05 5.68 1.71 0.471
H 1.25 4.83 1.33 0.465
```

Properties
spin multiplicity: 1
M: 360.3 u
relative energy (zero: lowest compared OMol25 entry of this formula, charge and spin): 856.4 kJ/mol
LUMO level: -0.367 eV
F_max: 6.152 eV Å⁻¹
HOMO-LUMO gap: 9.99 eV

***

# C39H27F3N8O2ReS

C39H27F3N8O2ReS as an isolated structure (ωB97M-V/def2-TZVPD, the Open Molecules 2025 dataset).

```
81
Properties=species:S:1:pos:R:3:mulliken_charge:R:1
Re -0.02 -0.60 -0.13 2.694
C 2.09 -4.45 -0.65 -0.351
C 1.65 -3.28 -0.06 -0.306
N 0.52 -2.70 -0.46 -0.336
C -0.18 -3.31 -1.45 0.279
C 0.31 -4.45 -2.05 -0.237
N 1.44 -5.02 -1.66 -0.523
C -1.51 -2.71 -1.67 0.515
C -2.57 -3.24 -2.38 -0.563
C -3.84 -2.66 -2.23 0.722
C -4.01 -1.66 -1.27 -0.880
C -2.91 -1.18 -0.59 0.849
N -1.68 -1.62 -0.90 -0.418
C -2.90 -0.31 0.59 0.139
C -4.02 0.23 1.20 -0.092
N -3.93 0.94 2.32 -0.552
C -2.73 1.10 2.85 -0.614
C -1.59 0.57 2.26 -0.134
N -1.67 -0.14 1.13 -0.427
C -4.99 -3.16 -3.00 0.311
C -5.12 -4.51 -3.32 -0.549
C -6.23 -4.91 -4.05 -0.468
N -7.16 -4.07 -4.48 -0.539
C -7.03 -2.78 -4.18 -0.438
C -5.97 -2.28 -3.44 -0.546
H 3.00 -4.93 -0.31 0.432
H 2.20 -2.78 0.73 0.218
H -0.23 -4.92 -2.87 0.421
H -2.43 -4.09 -3.03 0.571
H -5.00 -1.30 -1.03 0.763
H -5.01 0.10 0.78 0.416
H -2.66 1.67 3.77 0.444
H -0.60 0.70 2.68 0.361
H -4.41 -5.25 -2.97 0.461
H -6.37 -5.96 -4.29 0.382
H -7.80 -2.12 -4.56 0.385
H -5.90 -1.21 -3.26 0.520
C 2.17 7.17 0.51 -1.463
C 1.36 5.99 0.06 0.840
C 0.85 5.93 -1.24 -0.887
C 0.12 4.84 -1.67 -0.314
C -0.12 3.80 -0.78 0.064
C 0.36 3.84 0.53 -0.188
C 1.10 4.93 0.93 -0.981
S -1.10 2.45 -1.28 1.314
O -1.37 2.52 -2.68 -0.703
O -2.14 2.20 -0.34 -0.619
N -0.05 1.12 -1.06 -0.380
C 1.07 0.93 -1.92 0.710
C 1.68 1.75 -2.84 -0.573
C 2.77 1.21 -3.51 -0.623
C 3.22 -0.07 -3.24 -0.920
C 2.55 -0.82 -2.29 -0.113
N 1.49 -0.33 -1.66 -0.249
H 2.00 8.04 -0.12 0.383
H 3.24 6.93 0.46 0.307
H 1.94 7.43 1.54 0.388
H 1.03 6.75 -1.93 0.396
H -0.29 4.80 -2.68 0.584
H 0.16 3.03 1.21 0.373
H 1.48 4.98 1.94 0.431
H 1.31 2.74 -3.04 0.442
H 3.28 1.81 -4.26 0.456
H 4.07 -0.49 -3.76 0.452
H 2.86 -1.83 -2.03 0.450
F 4.99 0.07 7.90 -0.271
C 5.60 -0.21 6.75 0.779
F 6.52 0.73 6.53 -0.236
F 6.24 -1.38 6.89 -0.238
C 4.63 -0.28 5.60 0.312
C 5.12 -0.58 4.33 -1.024
C 4.26 -0.66 3.26 -0.431
C 2.89 -0.42 3.45 0.600
C 2.41 -0.11 4.72 -0.715
C 3.27 -0.05 5.80 -0.591
C 1.99 -0.49 2.34 1.176
C 1.21 -0.55 1.40 -1.694
H 6.18 -0.76 4.20 0.413
H 4.63 -0.89 2.27 0.481
H 1.35 0.07 4.87 0.452
H 2.91 0.18 6.79 0.498
```

Properties
spin multiplicity: 2
net charge: +2
M: 915.0 u
relative energy (zero: lowest compared OMol25 entry of this formula, charge and spin): 11.8 kJ/mol
<S²>: 0.76
LUMO level (spin up / spin down): -7.251 / -7.997 eV
F_max: 0.558 eV Å⁻¹
HOMO-LUMO gap (spin up / spin down): 6.60 / 5.86 eV

***

Please write out number 4 again, unchanged.
# C16H43Cl6NO6

A 8-piece molecular cluster, C16H43Cl6NO6 overall in a non-equilibrium geometry (ωB97M-V/def2-TZVPD, the Open Molecules 2025 dataset).

```
72
Properties=species:S:1:pos:R:3:mulliken_charge:R:1
Cl -3.13 2.08 0.94 -0.200
C -1.86 3.22 0.38 -0.051
C -0.63 3.21 1.30 0.345
Cl -1.05 3.55 2.97 -0.185
H -2.30 4.21 0.30 0.412
H -1.59 2.86 -0.61 -0.160
H 0.13 3.91 0.96 0.209
H -0.19 2.21 1.31 -0.369
Cl 2.48 1.79 1.13 -0.139
C 3.07 0.17 1.64 -0.465
C 2.04 -0.53 2.47 0.068
Cl 1.76 0.28 4.03 -0.194
H 4.02 0.32 2.15 0.440
H 3.23 -0.37 0.71 0.122
H 2.27 -1.57 2.70 0.475
H 1.07 -0.53 1.97 -0.329
Cl 0.46 -0.61 -0.81 -0.014
C 1.40 0.17 -2.12 -0.355
C 1.15 1.67 -2.19 0.646
Cl -0.33 2.03 -3.09 -0.157
H 1.25 -0.37 -3.05 0.492
H 2.42 0.02 -1.75 -0.204
H 2.01 2.14 -2.66 -0.113
H 1.04 2.08 -1.19 -0.346
C 4.78 -1.42 -3.30 -0.619
O 4.95 -1.34 -4.70 -0.604
H 4.89 -0.43 -2.85 0.181
H 3.78 -1.77 -3.04 0.257
H 5.53 -2.01 -2.78 0.433
H 5.35 -2.12 -5.10 0.319
C 1.99 5.09 -1.94 -0.327
O 3.05 4.27 -2.36 -0.468
H 1.57 5.69 -2.76 0.293
H 1.16 4.48 -1.60 -0.025
H 2.36 5.76 -1.16 0.285
H 3.74 4.74 -2.83 0.274
C 4.06 1.83 -4.90 -0.619
O 3.30 0.65 -5.13 -0.511
H 4.82 1.91 -5.67 0.349
H 3.45 2.73 -4.83 0.217
H 4.58 1.78 -3.93 0.197
H 3.91 -0.08 -4.92 0.405
C -2.77 2.81 -5.20 -0.349
O -3.81 3.79 -5.21 -0.538
H -2.87 2.19 -4.32 0.169
H -2.79 2.21 -6.11 0.287
H -1.84 3.37 -5.17 0.156
H -4.65 3.32 -5.17 0.296
C -2.67 -2.29 0.45 -0.544
O -2.43 -2.78 1.74 -0.415
C -1.38 -2.06 2.37 -0.251
C -1.34 -2.49 3.84 -0.557
N -2.61 -2.26 4.51 -0.372
C -2.68 -2.98 5.78 -0.867
C -3.26 -4.38 5.62 -0.476
O -4.57 -4.26 5.11 -0.340
C -5.02 -5.43 4.45 -0.729
H -3.33 -2.93 -0.14 0.296
H -1.72 -2.20 -0.09 0.115
H -3.14 -1.30 0.40 0.238
H -1.65 -1.00 2.35 0.215
H -0.42 -2.38 1.96 0.357
H -0.50 -2.01 4.34 0.401
H -1.11 -3.57 3.72 0.270
H -3.34 -2.63 3.90 0.318
H -3.20 -2.36 6.51 0.343
H -1.70 -3.00 6.27 0.376
H -3.30 -4.89 6.59 0.443
H -2.64 -5.03 4.99 0.333
H -4.35 -5.65 3.61 0.294
H -6.01 -5.27 4.06 0.249
H -4.93 -6.26 5.16 0.317
```

Properties
spin multiplicity: 1
M: 558.2 u
LUMO level: 0.220 eV
F_max: 1.564 eV Å⁻¹
SMILES: COCCNCCOC.ClCCCl.ClCCCl.ClCCCl.CO.CO.CO.CO
HOMO-LUMO gap: 8.73 eV

***

Question: What is the spin multiplicity in the seventh record?
Answer: 2

***

Question: Number 3 is which compound?
Answer: C4H10O2